A cluster of 8 separate species, C26H61Cl4N3O12 in total in a non-equilibrium geometry. Source: the Open Molecules 2025 dataset; level of theory: wB97M-V/def2-TZVPD.

```
! wB97M-V def2-TZVPD RIJCOSX def2/J DEFGRID3
* xyz 0 1
Cl 0.217 -3.621 5.086
Cl 3.015 3.639 4.471
Cl 4.896 1.476 4.984
Cl 3.157 -4.204 5.006
O 0.742 3.934 -1.581
O -0.622 -4.807 -2.702
O 0.423 -0.940 -0.118
O -5.176 0.065 0.144
O 1.833 -1.479 1.418
O -0.816 -4.346 -0.483
O -6.227 -1.797 0.590
O 2.674 -0.533 -0.494
O -0.504 2.217 3.891
O 2.513 -0.596 -6.237
O 1.231 -4.799 -1.341
O -5.547 -1.311 -1.607
N 4.735 1.243 -7.479
N -2.570 4.012 0.138
N -2.283 4.289 3.435
C -2.149 -3.890 -0.482
C 1.823 -4.944 -0.054
C 1.898 3.102 -1.589
C -0.231 3.498 -0.580
C -5.674 -1.021 -0.404
C -1.748 2.004 3.221
C 4.478 2.789 3.919
C -0.111 -4.651 -1.593
C 1.791 -6.436 0.433
C -0.080 -0.383 -1.366
C 4.741 0.129 -6.532
C -1.195 5.861 -0.546
C 6.152 0.337 -5.829
C 3.535 0.066 -5.575
C -4.227 3.055 2.941
C -7.065 -2.894 0.230
C 1.763 -0.805 0.256
C -7.386 -3.635 1.543
C 1.698 -4.079 5.963
C 1.294 -0.516 -5.509
C 3.139 -1.916 1.854
C -4.127 0.709 -0.619
C -1.520 4.382 -0.714
C -2.825 2.988 3.651
C 3.618 -0.857 2.861
C 0.585 1.644 3.210
H -3.420 4.512 -0.080
H 3.840 1.391 -7.924
H 0.368 0.614 2.927
H -1.999 0.999 3.562
H 6.238 -0.453 -5.083
H -2.546 4.847 4.235
H 0.201 3.523 0.421
H -4.710 4.028 3.029
H 2.612 3.364 -0.809
H -2.445 -3.293 0.381
H 1.934 -3.292 6.680
H -1.284 4.170 3.524
H 2.313 3.317 -2.574
H 0.937 2.257 2.380
H 4.949 2.078 -6.954
H 3.792 -0.469 -4.661
H -0.934 6.020 0.501
H -2.523 4.299 1.105
H 1.611 2.053 -1.671
H -1.892 4.394 -1.738
H 0.719 0.191 -1.835
H -4.585 1.070 -1.539
H -4.912 2.307 3.339
H 1.408 1.598 3.922
H -0.909 0.211 -0.981
H -3.349 0.010 -0.927
H 4.764 -0.750 -7.176
H 1.479 -4.236 0.700
H 4.500 -1.182 3.413
H 5.295 3.496 3.778
H 3.068 -2.776 2.519
H -0.483 2.449 -0.731
H -1.843 2.030 2.136
H -6.700 -4.470 1.678
H -2.003 6.578 -0.690
H 1.518 -4.948 6.596
H 2.113 -7.206 -0.268
H -0.497 -1.193 -1.964
H -3.714 1.559 -0.077
H -2.779 -4.597 -1.021
H 2.374 -6.672 1.323
H 4.174 2.312 2.987
H 2.865 -0.713 3.636
H 1.456 -0.591 -4.433
H 3.259 1.098 -5.360
H -7.976 -2.447 -0.168
H -1.988 -3.065 -1.177
H 3.566 0.142 2.428
H -7.354 -2.960 2.398
H -4.037 2.821 1.893
H -6.723 -3.428 -0.657
H 0.467 -1.167 -5.791
H -0.347 6.123 -1.179
H 3.964 -2.030 1.151
H 0.890 0.474 -5.720
H -2.953 2.683 4.690
H 0.760 -6.763 0.573
H -8.392 -4.055 1.571
H 6.935 0.105 -6.550
H 6.195 1.313 -5.345
H 2.865 -4.663 -0.208
*
```

## Properties
Maximum force = 0.076 hartree/bohr
E_LUMO = 0.325 eV
HOMO = -9.08 eV
Gap between HOMO and LUMO = 9.40 eV
Relative energy (zero: lowest compared OMol25 entry of this formula, charge and spin) = 87.9 kcal/mol
Molar mass = 749.6 Da